(1)
Below is a cluster of 4 separate species, C42H80N5O11P in total in a non-equilibrium geometry, with properties calculated with the ωB97M-V functional and the def2-TZVPD basis.

The calculation puts the HOMO energy at -0.315 Eh. As for the SMILES: CCO[C@](CCCNCc1ccccc1O)(CCC(N)=O)O[C@@](O)(COCCOc1cc(C)ccc1C(C)C)[PH2]=O.COC[C@@H](C)N.COC[C@@H](C)N.COC[C@@H](C)N. For the HOMO-LUMO gap, the calculation gives 8.79 eV. Its charge is 0.

XYZ file:
```
139
Properties=species:S:1:pos:R:3:lowdin_charge:R:1
C -6.37269 4.75885 -3.33559 -0.0662
C -5.74561 4.02702 -4.66577 -0.2474
O -4.36178 3.78059 -4.63405 -0.0691
C -3.87159 2.50221 -4.21240 -0.4189
C -4.70877 1.22128 -4.60847 -0.0871
C -5.97207 0.88089 -3.62561 -0.1528
C -5.66672 -0.25600 -2.54730 -0.2433
N -6.54364 -1.47491 -2.64615 -0.0809
C -5.83696 -2.52821 -1.80795 -0.1983
C -4.92248 -3.34676 -2.86172 -0.0995
C -3.38804 -3.30687 -2.69439 -0.0558
C -2.43192 -4.04111 -3.69741 -0.0688
C -3.06819 -4.80075 -4.89051 -0.0658
C -4.62808 -4.85911 -5.03557 -0.0017
C -5.58956 -4.14298 -4.03960 -0.1934
O -7.01539 -4.16417 -4.13878 -0.0323
C -3.85571 2.54159 -2.56942 -0.0718
C -2.76991 3.66852 -2.10784 -0.0772
C -3.07596 4.18992 -0.62469 -0.3874
N -3.11300 3.28891 0.56339 0.0864
O -3.26243 5.43637 -0.46828 0.0189
O -2.48090 2.57522 -4.54520 -0.0334
C -1.78749 1.46350 -5.02075 -0.5238
O -2.15018 0.96654 -6.34968 -0.0130
C -0.25317 1.98724 -5.25856 -0.1164
O 0.18245 2.52552 -3.98644 -0.2144
C 1.40281 1.88088 -3.51283 -0.1547
C 1.50216 2.24071 -1.94720 -0.1455
O 2.14910 1.23964 -1.13217 -0.1168
C 1.25962 0.62781 -0.20830 -0.1459
C 0.47267 1.50374 0.84441 0.0330
C -0.50539 0.92473 1.89365 -0.2239
C -1.23575 1.93026 2.92078 -0.1000
C -0.69022 -0.61312 1.91488 -0.0435
C 0.09397 -1.47665 0.90391 -0.0309
C 1.08221 -0.90619 -0.18833 -0.0681
C 1.80325 -1.98492 -1.10408 -0.3391
C 0.88169 -3.29386 -1.42473 -0.0906
C 2.35326 -1.47948 -2.51565 -0.0926
P -1.50704 0.02006 -3.76903 0.8859
O -0.61328 -0.99987 -4.55709 -0.4751
H -7.06646 5.62497 -3.65759 0.0884
H -5.47332 5.10783 -2.72708 0.0761
H -6.92536 3.95381 -2.74456 0.0578
H -5.91853 4.82876 -5.48938 0.1337
H -6.47755 3.19940 -4.93221 0.1116
H -5.20716 1.44185 -5.63205 0.1369
H -4.16828 0.23376 -4.73675 0.0973
H -6.79392 0.45989 -4.32549 0.1266
H -6.43724 1.83393 -3.17376 0.0886
H -5.88620 0.20722 -1.50401 0.1258
H -4.58986 -0.62441 -2.50339 0.0755
H -7.38015 -1.25215 -2.07426 0.1067
H -6.58915 -3.19404 -1.25824 0.1206
H -5.16787 -2.06084 -0.99442 0.1127
H -2.88069 -2.74270 -1.82937 0.0898
H -1.28644 -4.00752 -3.60873 0.0795
H -2.39977 -5.32629 -5.66722 0.0930
H -5.09009 -5.41456 -5.91462 0.0929
H -7.34265 -4.62059 -3.33108 0.1093
H -4.84746 2.86056 -2.11650 0.1046
H -3.54398 1.53253 -2.12774 0.1091
H -2.74338 4.57086 -2.80633 0.1359
H -1.73500 3.16935 -2.07030 0.1005
H -3.96348 2.70587 0.46378 0.0854
H -2.32130 2.62108 0.43286 0.0575
H -2.26978 -0.00812 -6.28630 0.0996
H 0.42422 1.16213 -5.65482 0.1382
H -0.33910 2.88986 -5.97770 0.1601
H 2.27093 2.42853 -4.05045 0.1433
H 1.46421 0.76703 -3.75159 0.0983
H 2.16020 3.20210 -1.87991 0.1335
H 0.45718 2.55183 -1.61329 0.1079
H 0.64760 2.63453 0.83126 0.1083
H -1.29769 2.96692 2.43477 0.0618
H -2.29853 1.53908 3.12579 0.0838
H -0.61895 2.00412 3.88212 0.0841
H -1.39067 -1.11725 2.67498 0.0976
H -0.05862 -2.61551 0.99388 0.0830
H 2.69506 -2.39988 -0.49242 0.1361
H 1.29266 -3.90276 -2.30849 0.0876
H 0.66426 -3.92198 -0.49868 0.0628
H -0.14423 -2.89431 -1.79059 0.0675
H 1.45684 -1.19925 -3.16364 0.0524
H 3.15423 -0.67521 -2.42347 0.0840
H 2.84866 -2.38966 -3.03284 0.0920
H -0.88445 0.47736 -2.56211 0.0382
H -2.70463 -0.68835 -3.44667 -0.0070
C 3.85679 -3.54044 4.72715 -0.0736
C 2.87815 -3.11132 3.63807 -0.4240
C 2.61712 -4.20387 2.57946 -0.1981
O 3.66753 -4.36406 1.63041 -0.2000
C 4.74553 -5.16957 2.07699 -0.1055
N 3.36481 -1.86943 3.02281 0.0518
H 4.89408 -3.53934 4.38553 0.0671
H 3.80376 -2.85470 5.57758 0.0713
H 3.62046 -4.54328 5.09560 0.0773
H 1.92230 -2.89799 4.12924 0.1340
H 1.74004 -3.90268 1.99690 0.0971
H 2.36455 -5.16473 3.04485 0.1192
H 4.41154 -5.98170 2.72895 0.0906
H 5.48967 -4.55386 2.58605 0.0747
H 5.22676 -5.60707 1.19864 0.0876
H 2.66422 -1.53749 2.36043 0.0495
H 4.15771 -2.11729 2.42960 0.0715
C 5.33564 -3.98908 11.00439 -0.0752
C 4.35785 -3.56082 9.91429 -0.4309
C 4.09922 -4.65273 8.85552 -0.2042
O 5.15003 -4.81255 7.90745 -0.2038
C 6.22784 -5.61761 8.35523 -0.1058
N 4.84355 -2.31786 9.30078 0.0387
H 6.37328 -3.98633 10.66366 0.0641
H 5.28035 -3.30359 11.85478 0.0766
H 5.10002 -4.99242 11.37190 0.0778
H 3.40127 -3.34897 10.40415 0.1342
H 3.22265 -4.35228 8.27194 0.1170
H 3.84707 -5.61370 9.32064 0.1178
H 5.89370 -6.42969 9.00722 0.0905
H 6.97152 -5.00147 8.86448 0.0742
H 6.71003 -6.05506 7.47741 0.0876
H 4.14421 -1.98617 8.63877 0.0683
H 5.63773 -2.56304 8.70827 0.0706
C 3.97782 7.70366 0.81413 -0.0743
C 3.22954 7.44008 -0.48908 -0.4294
C 2.50095 6.08056 -0.51661 -0.2016
O 3.35485 4.95995 -0.73237 -0.2196
C 4.01326 4.49089 0.43349 -0.0988
N 4.16732 7.57309 -1.61168 0.0361
H 4.90895 7.13746 0.88668 0.0641
H 4.24424 8.76152 0.89174 0.0767
H 3.35831 7.45372 1.68070 0.0786
H 2.46704 8.22025 -0.58660 0.1356
H 1.80934 6.08852 -1.36572 0.1210
H 1.88760 5.93357 0.38092 0.1185
H 3.39379 4.59699 1.32860 0.0924
H 4.96387 5.01163 0.56383 0.0746
H 4.23705 3.43050 0.29138 0.0886
H 3.64685 7.48740 -2.48292 0.0717
H 4.76485 6.74554 -1.60653 0.0697
```

(2)
Below is a structure of composition C5H8O2, with properties calculated with the ωB97M-V functional and the def2-TZVPD basis.

The calculation puts the HOMO energy at -0.296 Eh. For the HOMO-LUMO gap, the calculation gives 9.05 eV. Its charge is 0. Its energy above the lowest of the compared OMol25 structures with the same formula, charge and spin is 457.45 kJ/mol.

XYZ file:
```
15
Properties=species:S:1:pos:R:3:lowdin_charge:R:1
C -1.67935 -0.03498 0.79469 -0.0202
C -0.98112 -0.17704 -0.95122 -0.1021
O -0.13904 0.84334 -1.26297 -0.1111
C 1.10374 1.00016 -0.57124 -0.1540
C 1.58590 -0.32681 -0.03615 -0.1787
O 0.63132 -0.82600 0.87897 -0.0904
C -0.63790 -0.98273 0.29648 -0.3514
H -1.31336 0.79100 1.39770 0.1105
H -2.65222 -0.44168 1.06354 0.1016
H -2.05026 0.30222 -0.47208 0.1195
H 0.97512 1.71192 0.25545 0.1303
H 1.80157 1.42457 -1.29902 0.1300
H 1.74942 -1.03435 -0.86362 0.1379
H 2.52159 -0.21166 0.51792 0.1321
H -0.91544 -2.03795 0.25155 0.1461
```

(3)
Below is the ion C5H11N2O with charge +1 in a non-equilibrium geometry, with properties calculated with the ωB97M-V functional and the def2-TZVPD basis.

The calculation puts the HOMO energy at -0.518 Eh. As for the SMILES: C=NCC[C@H]([NH3+])C=O. For the HOMO-LUMO gap, the calculation gives 10.28 eV. Its charge is +1. Its energy above the lowest of the compared OMol25 structures with the same formula, charge and spin is 399.10 kJ/mol.

XYZ file:
```
19
Properties=species:S:1:pos:R:3:lowdin_charge:R:1
O -1.11370 -0.87630 -2.80082 0.1013
C -1.64004 -1.31195 -1.81992 -0.1822
C -0.77943 -1.06663 -0.61820 -0.2397
C -0.85043 0.49064 -0.16306 -0.1505
C -0.14230 0.85084 1.13304 -0.2893
C 1.87937 1.71285 1.92866 -0.0009
N 1.35276 0.84262 1.07580 -0.0656
N 0.68617 -1.12480 -1.01661 0.1541
H -2.50066 -1.89429 -1.78771 0.1241
H -1.09927 -1.84873 0.13123 0.1731
H -2.04751 0.68001 -0.12513 0.1733
H -0.41006 1.26130 -0.89467 0.1457
H -0.63263 1.73427 1.76165 0.1522
H -0.27792 -0.01084 1.94958 0.1522
H 2.92193 1.44663 2.11448 0.0730
H 1.41754 2.50424 2.56675 0.0998
H 0.97932 -2.06180 -1.45361 0.1984
H 1.44101 -1.02688 -0.24356 0.1771
H 0.81584 -0.30119 -1.73792 0.2040
```

(4)
Below is a structure of composition C50H42Cl3N3O5PS3Tl, with properties calculated with the ωB97M-V functional and the def2-TZVPD basis.

The calculation puts the HOMO energy at -0.054 Eh. For the HOMO-LUMO gap, the calculation gives 4.96 eV. Its charge is -2. Its energy above the lowest of the compared OMol25 structures with the same formula, charge and spin is 0.00 kJ/mol.

XYZ file:
```
108
Properties=species:S:1:pos:R:3:lowdin_charge:R:1
Tl 1.18028 -0.73251 0.94107 0.7486
O 2.57200 -0.01119 -5.49135 0.0355
C 2.47911 -0.12196 -4.12524 -0.2943
C 2.76512 -1.31096 -3.47551 0.0441
C 2.63291 -1.35535 -2.09663 -0.1762
N 2.25087 -0.29170 -1.39765 0.0745
C 1.98846 0.85684 -2.02093 -0.1958
C 2.08742 0.98939 -3.39677 0.0518
C 1.54041 2.04827 -1.15227 -0.6950
O 1.23155 3.08905 -1.75960 -0.0318
O 1.53790 1.84768 0.08869 -0.1924
C 2.92326 -2.66319 -1.32805 -0.7000
O 3.36806 -3.59952 -2.01139 -0.0402
O 2.67862 -2.63364 -0.09535 -0.2086
H 2.82568 -0.87488 -5.83181 0.0919
H 3.07935 -2.21084 -3.99152 0.1160
H 1.85129 1.93649 -3.85992 0.1190
Cl -1.30674 -0.09147 3.72940 0.6400
C -2.79588 -0.77828 3.10449 -0.9220
Cl -2.82834 -0.84774 1.31940 0.5510
H -3.62867 -0.15223 3.40971 0.0124
H -2.88685 -1.79572 3.47419 0.0081
Cl -1.43561 0.86448 -1.34765 0.7104
C -2.02467 2.48972 -1.45100 -0.6286
C -2.45704 2.92000 -2.70094 -0.1122
C -2.96609 4.19623 -2.84878 -0.0939
C -3.03870 5.04203 -1.74886 -0.0914
C -2.59207 4.60092 -0.51581 -0.0802
C -2.07654 3.31661 -0.33232 -0.3646
P -1.44773 2.74073 1.31223 1.1311
C -3.02723 2.72342 2.25807 -0.3811
C -4.26810 2.50658 1.66296 -0.0972
C -5.40984 2.31534 2.43253 -0.0982
C -5.33187 2.35434 3.81671 -0.1157
C -4.10075 2.57694 4.42495 -0.0953
C -2.96052 2.74690 3.65580 -0.1487
C -0.69131 4.31224 1.89473 -0.3688
C -1.32331 5.26514 2.69175 -0.1211
C -0.63274 6.38679 3.13104 -0.1068
C 0.69550 6.56917 2.77005 -0.1099
C 1.32581 5.63021 1.96479 -0.0749
C 0.64373 4.50197 1.53108 -0.0772
H -2.37422 2.24671 -3.54365 0.1048
H -3.29452 4.53318 -3.82447 0.0959
H -3.42769 6.04746 -1.85487 0.0934
H -2.63079 5.27202 0.33374 0.1005
H -4.34177 2.47294 0.58407 0.0791
H -6.35953 2.12841 1.94448 0.0900
H -6.22038 2.20525 4.41904 0.0896
H -4.01794 2.59618 5.50534 0.1008
H -2.00402 2.87935 4.14873 0.0840
H -2.35596 5.12633 2.98924 0.0946
H -1.13219 7.11476 3.76019 0.0909
H 1.23981 7.43770 3.12252 0.0898
H 2.36332 5.76315 1.68377 0.1031
H 1.13131 3.74949 0.91445 0.0783
S -0.03547 -4.12759 -0.64239 0.8005
C -1.65700 -4.05366 -0.45775 -0.7225
N -2.34103 -4.66380 0.55018 -0.1165
C -3.71036 -4.29183 0.84358 -0.1506
C -4.50549 -4.28357 -0.43005 -0.1301
N -3.84836 -3.46603 -1.43132 -0.1151
C -4.74556 -2.94100 -2.45566 -0.1478
C -5.49460 -1.71150 -1.99903 -0.2022
C -6.85175 -1.76785 -1.70337 -0.0644
C -7.53157 -0.63307 -1.27587 -0.0996
C -6.85616 0.57138 -1.14955 -0.0944
C -5.50030 0.63644 -1.44787 -0.0670
C -4.82172 -0.49788 -1.86235 -0.0364
C -2.50712 -3.28687 -1.48334 -0.7222
S -1.77559 -2.34062 -2.61393 0.6920
C -1.65715 -5.43245 1.58847 -0.1449
C -1.44244 -4.66256 2.87034 -0.2079
C -0.34875 -3.80825 3.01252 -0.0209
C -0.15686 -3.09800 4.18912 -0.0969
C -1.06322 -3.23607 5.23455 -0.1065
C -2.15291 -4.08592 5.10623 -0.1097
C -2.33862 -4.79799 3.92663 -0.0785
H -3.75871 -3.31356 1.32915 0.0815
H -4.12604 -5.03118 1.52864 0.1206
H -5.49188 -3.85421 -0.24069 0.1224
H -4.64100 -5.30517 -0.81017 0.1321
H -5.45745 -3.73668 -2.69918 0.1213
H -4.14580 -2.72045 -3.33609 0.0756
H -7.38402 -2.70776 -1.81218 0.1026
H -8.58837 -0.69165 -1.04427 0.0931
H -7.38323 1.45876 -0.82022 0.0967
H -4.96201 1.57278 -1.36520 0.0909
H -3.76308 -0.44805 -2.08294 0.0442
H -0.70738 -5.75951 1.17313 0.0812
H -2.27892 -6.31052 1.79264 0.1195
H 0.35578 -3.69876 2.19582 0.0841
H 0.68787 -2.41766 4.27269 0.0371
H -0.92018 -2.66347 6.14299 0.1011
H -2.85840 -4.19776 5.92192 0.0915
H -3.18229 -5.47560 3.83150 0.0969
S 2.59728 -0.52014 3.92951 0.3808
C 1.69205 0.71085 4.76102 -0.8070
C 1.42594 1.96399 4.16833 -0.1471
C 0.71342 2.94971 4.83359 -0.1251
C 0.20994 2.72750 6.11323 -0.1478
C 0.45005 1.49618 6.71380 -0.1436
C 1.17629 0.51472 6.05772 -0.1795
H 1.79550 2.14597 3.16435 0.0904
H 0.54992 3.90382 4.34338 0.0783
H -0.34856 3.49980 6.63060 0.0796
H 0.06672 1.29730 7.71045 0.0824
H 1.36080 -0.44014 6.53742 0.0805
```